1.
Density functional theory data (the ωB97M-V functional and the def2-TZVPD basis) for C30H42N8OS2SiZr as an isolated structure.

Each line ends with the Mulliken charge.
Atoms and positions in Å:
Zr -0.2848 -0.5112 -0.7834  0.270
C 0.7667 5.7389 -1.3048  -1.002
C 0.6291 4.9632 -0.0049  -0.423
N 1.2655 3.6435 -0.0620  -0.166
C 0.7084 2.5773 -0.6268  0.555
S 1.6516 1.0891 -0.6015  -0.574
N -0.4871 2.6993 -1.1582  -1.330
N -1.0428 1.5105 -1.5251  2.018
C -2.0913 1.5518 -2.2828  0.473
C -2.6435 2.8189 -2.8369  -1.678
C -2.7646 0.2646 -2.5345  0.391
C -3.8944 0.1558 -3.3232  -0.786
C -4.5007 -1.0843 -3.4810  -0.595
C -3.9672 -2.1929 -2.8465  -0.889
C -2.8379 -2.0164 -2.0729  -0.604
N -2.2522 -0.8240 -1.9181  0.632
H 0.2814 6.7101 -1.2108  0.353
H 0.2965 5.2001 -2.1271  0.218
H 1.8158 5.9090 -1.5487  0.310
H -0.4189 4.8148 0.2503  0.226
H 1.0999 5.4991 0.8172  0.454
H 2.1987 3.5398 0.3003  0.266
H -1.9035 3.6085 -2.7679  0.266
H -3.5217 3.1275 -2.2622  0.345
H -2.9488 2.6939 -3.8751  0.514
H -4.3107 1.0265 -3.8065  0.497
H -5.3870 -1.1779 -4.0945  0.472
H -4.4113 -3.1731 -2.9402  0.486
H -2.3837 -2.8542 -1.5547  0.514
C 2.4222 -3.5236 -0.6405  -2.049
C 1.8410 -2.9136 0.5993  1.035
C 2.2819 -3.2738 1.8521  -0.821
C 1.7006 -2.6915 2.9757  -0.505
C 0.6767 -1.7749 2.8442  -0.678
C 0.2486 -1.4541 1.5628  0.433
N 0.8501 -2.0030 0.4668  0.104
N -0.7640 -0.5629 1.2185  0.157
Si -2.3330 -0.5655 2.0725  -0.058
C -3.4631 0.4598 0.9932  -0.910
C -2.2076 0.2077 3.7546  -1.119
C -2.8945 -2.3406 2.1628  -1.014
H 2.4213 -4.6099 -0.5548  0.552
H 3.4650 -3.2221 -0.7734  0.302
H 1.8377 -3.2641 -1.5245  0.484
H 3.0725 -4.0043 1.9515  0.504
H 2.0535 -2.9629 3.9625  0.488
H 0.2165 -1.3115 3.7026  0.403
H -2.9278 1.2713 0.4927  0.186
H -4.2292 0.9276 1.6159  0.501
H -3.9811 -0.1394 0.2406  0.243
H -1.8565 1.2396 3.6905  0.341
H -1.5612 -0.3333 4.4452  0.386
H -3.2041 0.2282 4.2052  0.365
H -2.6428 -2.8995 1.2572  0.251
H -3.9804 -2.3829 2.2792  0.419
H -2.4569 -2.8701 3.0108  0.340
C 2.5009 2.5822 -6.3564  -1.453
C 3.6500 2.0066 -5.5366  0.144
C 3.2305 1.6069 -4.1309  -0.897
N 2.1406 0.6136 -4.1252  0.392
C 2.0364 -0.5047 -3.4528  0.183
S 0.4551 -1.2233 -3.2843  -0.632
N 3.0869 -1.1162 -2.8752  0.550
C 4.4980 -1.1528 -3.1756  -0.114
O 5.2324 -1.3939 -2.2599  -0.515
C 4.9008 -1.0669 -4.5942  0.631
C 4.0875 -1.5546 -5.6151  0.072
C 4.5376 -1.5219 -6.9253  -0.823
C 5.7859 -0.9849 -7.2151  -0.448
C 6.5979 -0.5015 -6.1954  -0.649
C 6.1651 -0.5582 -4.8817  -0.455
H 2.8634 2.9667 -7.3081  0.418
H 2.0099 3.4080 -5.8348  0.326
H 1.7481 1.8254 -6.5944  0.361
H 4.4404 2.7519 -5.4281  0.430
H 4.0929 1.1518 -6.0484  -0.175
H 2.8369 2.4796 -3.6007  0.540
H 4.0619 1.2238 -3.5489  0.425
H 1.2811 0.9140 -4.5621  0.324
H 2.8545 -1.7463 -2.1190  -0.367
H 3.1236 -1.9961 -5.3913  0.409
H 3.9212 -1.9215 -7.7193  0.436
H 6.1337 -0.9553 -8.2393  0.431
H 7.5742 -0.0970 -6.4255  0.431
H 6.7944 -0.2130 -4.0713  0.474

Output
Gap between HOMO and LUMO   7.0683 eV
Total charge   +2

---

2.
Density functional theory data (the ωB97M-V functional and the def2-TZVPD basis) for C30H43Cl3N5O3PtSi as an isolated structure in a non-equilibrium geometry.

Each line ends with the Mulliken charge.
Atoms and positions in Å:
C 4.6648 2.2406 -1.5144  -1.525
C 4.3689 1.5906 -0.1962  1.405
H 5.0769 3.2477 -1.3848  0.332
H 3.8090 2.3321 -2.1992  0.323
H 5.4271 1.5830 -1.9518  0.311
C 5.3519 1.3608 0.8228  -0.280
C 6.3827 2.3644 1.0692  -1.430
H 5.0344 0.7010 1.6232  0.371
H 6.0637 3.3465 0.7036  0.327
H 7.2761 2.0608 0.5240  0.311
H 6.6310 2.4000 2.1337  0.427
Pt -0.8416 0.3098 -0.6339  1.766
Cl -0.0475 -1.3958 -2.0552  -0.723
Cl -2.7371 3.0285 -2.9868  -0.411
H -6.2518 -0.7307 -1.4421  0.374
H -5.4181 -1.5011 -3.7385  0.321
C -5.3392 -0.2031 -1.1994  -0.976
C -4.7727 -0.6050 -3.6830  -0.900
N -4.3786 -0.4283 -2.2682  0.366
H -4.9527 -0.5287 -0.2238  0.277
C -3.1445 -0.3067 -1.9325  0.397
O -2.8363 -0.1156 -0.6933  -1.130
H -3.8147 -0.7441 -4.2372  0.282
H -2.3527 -0.3641 -2.6762  -0.085
H -5.6093 0.8535 -1.1332  0.283
H -5.2977 0.3194 -3.9933  0.318
H 1.4907 3.7883 0.4976  0.263
H 2.4795 2.5040 3.1596  0.161
C 0.8335 4.0760 1.3219  -1.200
C 1.4977 2.9339 3.4012  -0.931
N 0.6368 2.9474 2.2183  0.535
H -0.1171 4.4485 0.9553  0.411
C -0.3105 2.0147 2.0584  -0.199
O -1.0762 1.8699 1.0484  -0.627
H 1.0268 2.3418 4.1942  0.351
H -0.4306 1.3638 2.9494  0.315
H 1.3128 4.8570 1.9116  0.397
H 1.6509 3.9635 3.7437  0.376
O 3.1576 2.0855 0.3388  -0.283
C 3.1785 0.5984 -0.0683  -1.846
C 2.8921 -0.4163 2.2568  1.087
C 2.9894 -0.5403 0.8501  0.679
H 2.7804 0.5722 2.7022  -0.127
C 2.9077 -1.5310 3.0871  -0.894
H 2.6653 0.3687 -1.0295  0.805
C 2.8661 -1.8773 0.3456  -0.504
H 2.9050 -1.3889 4.1646  0.335
C 2.9453 -2.8238 2.5653  -0.459
C 2.8981 -2.9855 1.1804  -0.738
H 2.7542 -2.0446 -0.7263  0.273
H 3.0184 -3.6751 3.2454  0.400
H 2.9186 -3.9920 0.7628  0.414
Si -0.6693 3.4425 -2.9006  1.318
Cl 1.0445 1.4236 -0.9660  -0.739
C -0.9377 4.4798 -1.3447  -1.267
C -0.3942 1.9642 -4.1647  -1.119
C 0.1049 4.6990 -4.0108  -1.234
H -1.3481 3.8982 -0.4927  0.133
H -1.7055 5.2625 -1.5905  0.472
H -0.0436 5.0460 -1.0219  0.346
H 0.5606 5.5302 -3.4632  0.290
H -0.6866 5.1028 -4.6484  0.319
H 0.8767 4.2779 -4.6654  0.288
H -0.6024 0.9765 -3.7384  0.057
H 0.6158 1.9840 -4.5899  0.321
H -1.0839 2.1375 -5.0142  0.407
N -5.3583 -8.8250 1.1584  -0.555
C -4.6489 -7.9043 1.2125  0.110
C -3.7738 -6.7683 1.2700  0.398
C -3.4526 -6.0854 0.0877  -1.000
C -2.6108 -4.9641 0.1456  -0.617
C -2.1295 -4.5417 1.3951  1.686
C -2.4144 -5.2323 2.5750  -0.523
C -3.2541 -6.3541 2.4984  -0.913
N -1.5241 -3.2889 1.4637  0.433
C -1.0372 -2.5933 2.5875  -0.516
C -0.6850 -1.3374 2.1575  -0.748
N -1.0193 -1.2617 0.8118  -0.124
C -1.4317 -2.4477 0.4175  0.038
H -3.8512 -6.3989 -0.8641  0.444
H -2.3902 -4.4387 -0.7743  0.422
H -2.0280 -4.8663 3.5307  0.300
H -3.5044 -6.8845 3.4160  0.406
H -0.9459 -3.0448 3.5596  0.321
H -0.2358 -0.5313 2.7168  0.145
H -1.5992 -2.7304 -0.6222  -0.025

Output
Multiplicity   3
Gap between HOMO and LUMO (spin up / spin down)   3.7154 / 3.8338 eV
Total charge   -1

---

3.
Density functional theory data (the ωB97M-V functional and the def2-TZVPD basis) for C30H43Cl4GeIN4O2RhSSi3 as an isolated structure in a non-equilibrium geometry.

Each line ends with the Mulliken charge.
Atoms and positions in Å:
Rh 0.8375 -0.4055 0.1323  -0.222
Cl 0.3442 -0.4140 7.1059  -0.192
C 0.2503 0.0656 5.4604  0.153
C -0.5425 1.1910 5.0581  1.135
Cl -1.3848 1.9850 6.3258  -0.173
C -0.6807 1.6505 3.7501  -1.293
Cl -1.9825 4.9419 4.8955  -0.440
C -0.0897 0.8477 2.7895  0.127
O -0.2927 0.9437 1.4493  -0.614
C 0.8213 -0.2399 3.1322  0.141
O 1.4936 -0.8379 2.2569  -0.613
C 0.9516 -0.6094 4.5148  0.410
Cl 1.9881 -1.9264 4.8849  -0.198
N 2.7985 -2.4899 -2.9072  -0.075
C 2.7436 -1.6785 -1.8308  -1.070
N 1.5219 -1.5480 -1.3777  0.877
C 0.7115 -2.3289 -2.2041  0.052
C -0.6499 -2.6207 -2.1380  -0.212
C -1.1626 -3.4837 -3.0823  -1.068
C -0.3474 -4.0620 -4.0694  -0.650
C 1.0051 -3.8021 -4.1288  -1.016
C 1.5148 -2.9311 -3.1709  1.071
H 3.6378 -2.7465 -3.3959  0.246
H 3.6103 -1.2119 -1.3950  0.440
H -1.2773 -2.2092 -1.3594  0.532
H -2.2147 -3.7330 -3.0570  0.401
H -0.7904 -4.7349 -4.7911  0.475
H 1.6389 -4.2649 -4.8733  0.430
C 1.7004 4.9793 0.2714  -1.097
Si 0.4697 4.1746 -0.8752  0.704
C -0.8966 5.3817 -1.3176  -1.109
C 1.2222 3.6119 -2.4959  -0.984
Ge -0.6973 2.1914 -0.0377  1.449
Si -3.0179 2.0563 -0.7862  0.723
C -2.8310 2.0806 -2.6606  -1.146
C -3.7156 0.3971 -0.2399  -1.072
C -4.2443 3.4023 -0.3500  -1.191
Si -1.3815 3.6172 3.2950  1.246
C -1.5735 4.7595 1.7336  -0.795
C -3.1183 2.8180 3.1027  -1.082
C 0.5048 4.0290 3.4846  -1.481
H 2.1394 5.8543 -0.2158  0.462
H 2.5070 4.3052 0.5580  0.222
H 1.2050 5.3157 1.1825  0.297
H -0.4235 6.3201 -1.6235  0.466
H -1.5581 5.5978 -0.4810  0.336
H -1.4990 5.0327 -2.1583  0.290
H 1.6569 4.4876 -2.9876  0.426
H 0.4601 3.2032 -3.1630  0.271
H 2.0050 2.8674 -2.3619  0.184
H -2.2782 1.2289 -3.0581  0.277
H -2.3513 2.9940 -3.0182  0.246
H -3.8402 2.0577 -3.0817  0.430
H -2.9597 -0.3910 -0.2061  0.111
H -4.5081 0.0706 -0.9185  0.411
H -4.1431 0.4834 0.7599  0.361
H -3.9433 4.3812 -0.7270  0.275
H -4.3979 3.4825 0.7252  0.215
H -5.2064 3.1501 -0.8067  0.439
H -2.2065 4.3583 0.9448  -0.314
H -0.6295 5.0911 1.3011  -0.114
H -2.0780 5.6461 2.1276  0.451
H -3.8909 3.5715 2.9208  0.400
H -3.4028 2.2285 3.9778  0.417
H -3.0843 2.1358 2.2433  -0.212
H 0.6578 5.1107 3.4235  0.409
H 1.0578 3.5571 2.6586  0.286
H 0.9466 3.6718 4.4181  0.411
N 3.0697 -3.0687 1.5354  -0.307
C 2.2282 -3.9199 0.9176  0.434
S 0.5945 -3.5853 0.8137  -0.272
N 2.8313 -5.0179 0.3865  -0.047
C 2.3621 -6.0043 -0.5114  0.167
C 1.3318 -5.8037 -1.4242  0.493
C 0.9932 -6.8243 -2.3018  -0.695
C 1.6657 -8.0359 -2.2919  -0.636
C 2.7023 -8.2259 -1.3892  -0.592
C 3.0474 -7.2185 -0.5060  -0.562
H 2.6511 -2.3386 2.1080  0.234
H 4.0282 -3.3223 1.7123  0.187
H 3.7589 -5.2083 0.7338  0.244
H 0.7983 -4.8666 -1.4466  0.168
H 0.1866 -6.6588 -3.0049  0.409
H 1.3871 -8.8237 -2.9787  0.401
H 3.2425 -9.1632 -1.3656  0.368
H 3.8533 -7.3759 0.2027  0.336
I 2.9212 1.1376 0.0747  -0.240
C -0.1504 0.6734 -1.2039  -1.218
H 0.3924 0.9467 -2.1090  0.501
H -1.0046 0.0457 -1.4841  0.353

Output
Multiplicity   2
Gap between HOMO and LUMO (spin up / spin down)   5.7292 / 5.2702 eV

---

4.
Density functional theory data (the ωB97M-V functional and the def2-TZVPD basis) for C30H43Cl5P2Re as an isolated structure in a non-equilibrium geometry.

Each line ends with the Mulliken charge.
Atoms and positions in Å:
Re 0.0079 -0.7717 -2.0863  -0.043
C -0.6458 -2.2741 -0.8105  0.320
C 0.7308 -2.5308 -1.1630  -0.338
C 0.6287 -0.5486 0.0250  1.168
C -0.7124 -1.0384 -0.1068  0.021
C 1.5234 -1.4674 -0.6039  0.492
C -1.7910 -3.2251 -0.8502  -1.519
H -1.6270 -3.9775 -1.6137  0.409
H -2.7324 -2.6973 -1.0352  0.365
H -1.8777 -3.7044 0.1402  0.335
C -1.8646 -0.4348 0.6678  -0.239
H -2.8058 -0.8300 0.3022  0.420
H -1.8677 0.6655 0.6208  -0.295
H -1.8727 -0.6788 1.7369  0.396
C 0.9944 0.4070 1.1162  -0.833
H 0.7038 0.0525 2.1124  0.272
H 0.4559 1.3410 1.0040  -0.069
H 2.0545 0.6041 1.1917  0.475
C 3.0298 -1.3876 -0.4841  -1.537
H 3.3793 -1.9458 0.4046  0.347
H 3.3708 -0.3460 -0.3409  0.276
H 3.5433 -1.8090 -1.3561  0.373
C 1.2859 -3.7687 -1.8049  -1.059
H 1.5557 -4.4824 -1.0056  0.354
H 2.1837 -3.5661 -2.4126  0.297
H 0.5405 -4.2391 -2.4567  0.415
C -1.4560 0.2484 -5.8121  -0.180
C -1.5730 -1.0591 -5.4793  -0.524
C -0.6820 -2.1058 -6.0405  -0.935
C 0.7733 -1.7893 -5.7140  -0.847
C 0.8520 -1.0741 -4.3918  -1.258
C 0.9301 0.2668 -4.3085  1.899
C 0.9116 1.1377 -5.5688  -1.171
C -0.3056 0.8784 -6.5152  -0.813
H -0.7391 -2.1887 -7.1394  0.386
H 1.1898 -1.2028 -6.5451  0.364
H -0.9557 -3.0796 -5.6077  0.358
H 0.0443 0.3888 -7.4432  0.323
H -2.2730 0.9764 -5.6759  0.531
H -2.4677 -1.4268 -4.9745  0.829
H -0.6423 1.8726 -6.8675  0.474
H 0.8835 2.2018 -5.2708  -0.160
H 1.1449 0.8169 -3.3609  -0.955
H 1.8256 0.9879 -6.1934  0.634
H 1.3274 -2.7387 -5.6401  0.393
H 1.0270 -1.8052 -3.5386  0.903
P -1.6355 1.2083 -1.7560  -0.240
P 1.3399 2.1852 -1.6281  1.525
C -1.0509 2.4390 -3.1502  0.578
C 0.2169 3.1918 -2.7563  -1.834
H -1.9144 3.0917 -3.3297  0.846
H -0.8583 1.8292 -4.0490  -0.741
H 0.7818 3.4775 -3.6525  0.659
H -0.0686 4.1327 -2.2645  0.418
C 1.8128 3.2427 -0.1860  -1.394
H 2.4908 2.6594 0.4293  0.429
H 0.9662 3.5346 0.4249  0.270
H 2.3276 4.1083 -0.5974  0.538
C 2.9909 2.0215 -2.3975  -1.511
H 3.2750 2.9450 -2.9115  0.501
H 3.0616 1.2045 -3.1167  0.412
H 3.7385 1.7856 -1.6301  0.459
C -3.4637 1.1624 -1.5538  -1.066
H -3.7971 0.1525 -1.2873  0.595
H -3.9571 1.4441 -2.4934  0.393
H -3.7728 1.8372 -0.7530  0.373
C -1.9668 -0.3528 -2.8618  -1.961
H -1.1982 -1.0613 -3.3831  -0.040
H -2.2573 0.3452 -3.6674  0.839
H -2.8336 -0.9971 -2.6081  0.786
Cl -1.6146 2.1965 3.1456  -0.141
C -1.8172 3.5565 2.0980  -0.111
C -2.3834 3.4631 0.8491  -0.166
C -2.5931 4.5516 0.0433  0.588
Cl -3.4564 4.4672 -1.4554  -0.116
C -2.1179 5.8362 0.4669  0.185
Cl -2.3514 7.2328 -0.4886  -0.129
C -1.4744 5.9577 1.7159  -0.089
Cl -0.8412 7.4666 2.2209  -0.129
C -1.3076 4.8118 2.5342  0.344
Cl -0.3414 4.9394 3.9414  -0.123

Output
Multiplicity   4
Gap between HOMO and LUMO (spin up / spin down)   6.8008 / 6.2412 eV
Total charge   +2

---

What are the ΔE to the lowest compared entry with this formula, charge and spin values for these records? In order: 5.46 113.28 47.37 102.88 kcal/mol.